Entry from the OMol25 dataset: 9 unconnected molecules or ions with the total composition C43H45N8O17 in a non-equilibrium geometry (the ωB97M-V functional and the def2-TZVPD basis).

```
113
C43H45N8O17 | the OMol25 dataset | the ωB97M-V functional and the def2-TZVPD basis
C 20.60913 -35.63276 -52.23423
O 20.18021 -35.84214 -53.38525
O 20.68611 -36.69154 -51.36960
O 21.11322 -34.65852 -51.79075
H 20.29115 -37.44531 -51.70106
C 20.94699 -34.55989 -57.65755
C 20.61862 -34.74367 -59.11307
C 19.19722 -35.02861 -59.45784
C 18.32543 -35.54669 -58.45208
C 18.61334 -35.20890 -56.96036
C 19.94864 -34.64164 -56.66065
N 17.06478 -36.22147 -58.84686
O 16.18918 -36.21746 -57.94978
O 16.98864 -36.78192 -59.96774
H 21.94179 -34.34373 -57.30771
H 21.49075 -34.74489 -59.75053
H 18.80977 -35.17559 -60.36853
H 17.91598 -35.42694 -56.21035
H 20.42275 -34.59602 -55.63179
C 22.14134 -38.61436 -54.99685
C 23.07552 -39.91927 -55.26651
C 23.03128 -40.41230 -56.59615
C 22.07188 -39.83405 -57.68391
C 21.32845 -38.56239 -57.33275
C 21.35306 -38.01394 -55.90874
N 21.94101 -40.42630 -59.02899
O 21.31494 -39.74430 -59.91579
O 22.49253 -41.43539 -59.24688
H 22.08628 -38.24149 -53.98343
H 23.65758 -40.18632 -54.35122
H 23.54709 -41.53628 -56.84274
H 20.81060 -38.01048 -57.92564
H 20.92214 -37.01516 -55.89362
C 18.46518 -31.89758 -47.81768
C 17.68772 -31.01941 -48.81807
C 18.19294 -30.95426 -50.21262
C 19.43739 -31.84608 -50.60310
C 20.24353 -32.46709 -49.49184
C 19.74130 -32.44861 -47.98082
N 19.89323 -31.85643 -52.01598
O 21.09049 -31.48452 -52.25250
O 18.98278 -31.83538 -52.89874
H 17.94130 -32.24376 -46.87233
H 16.89990 -30.62709 -48.47346
H 17.87133 -30.36790 -50.92562
H 21.16975 -32.79126 -49.90595
H 20.34807 -32.78366 -47.20206
C 24.29620 -37.73710 -51.65127
C 25.74760 -37.73848 -51.94378
C 26.63424 -38.81672 -51.34408
C 25.98453 -40.09718 -50.97454
C 24.48293 -40.12829 -50.79354
C 23.70260 -38.82938 -51.11914
N 26.81862 -41.23938 -50.47779
O 28.04229 -41.29745 -50.81906
O 26.23799 -42.20350 -49.79996
H 23.85202 -36.86835 -51.93668
H 26.15942 -36.76921 -52.47250
H 27.64713 -38.47641 -51.18289
H 23.84563 -40.95380 -50.28621
H 22.58161 -38.67686 -51.05589
C 20.49405 -37.55606 -46.36914
C 20.54128 -37.15392 -47.94502
C 21.19877 -35.80092 -48.24597
C 22.11729 -34.99294 -47.27873
C 22.02648 -35.50881 -45.74974
C 21.24028 -36.89811 -45.42659
N 22.88416 -33.81027 -47.65851
O 22.97176 -33.07510 -46.66249
O 23.58841 -33.83955 -48.68103
H 19.92727 -38.50540 -46.26946
H 20.14355 -37.59059 -48.70041
H 21.06592 -35.29950 -49.18309
H 22.48589 -34.98592 -45.02997
H 21.41458 -37.24681 -44.40369
C 16.53795 -38.92875 -56.17930
C 16.72413 -37.93433 -55.01977
C 17.84913 -38.25320 -54.08107
C 18.46828 -39.69824 -53.88234
C 18.15833 -40.70173 -54.99730
C 17.18421 -40.20247 -56.22596
N 19.34191 -40.10988 -52.77960
O 19.52863 -39.22042 -51.89242
O 19.69460 -41.24702 -52.74225
H 15.77590 -38.62787 -56.91108
H 16.31020 -36.88191 -55.06046
H 18.21230 -37.59801 -53.46817
H 18.24544 -41.88770 -54.97891
H 17.06838 -40.79679 -56.99419
C 24.02328 -34.81377 -54.19923
O 24.10966 -35.41036 -55.28988
N 25.05885 -34.17966 -53.50321
C 24.75828 -33.47859 -52.31218
C 26.43894 -34.12405 -54.07965
H 23.10226 -34.89799 -53.59075
H 24.24226 -32.57526 -52.33888
H 25.64947 -33.28799 -51.66537
H 23.91061 -34.11519 -51.66633
H 26.63799 -34.91402 -54.78219
H 27.40201 -34.14203 -53.47303
H 26.38787 -33.11566 -54.67333
C 15.75403 -36.56030 -50.23267
O 14.59282 -36.70677 -49.84109
N 16.24432 -35.34167 -50.41010
C 17.49598 -35.14201 -50.90308
C 15.63916 -34.08583 -49.83133
H 16.59522 -37.25921 -50.38182
H 17.63952 -35.74616 -51.82687
H 18.34273 -35.42739 -50.29494
H 17.73893 -34.09671 -51.15032
H 15.04338 -33.54144 -50.49622
H 16.17316 -33.53188 -49.31842
H 14.93636 -34.18651 -49.01512
```

Values from the calculation:
**E_tot**: -3381.389668 Ha
**Highest occupied orbital energy**: -6.23 eV
**Charge**: -1
**LUMO**: 0.52 eV
**Relative energy (zero: lowest compared OMol25 entry of this formula, charge and spin)**: 37.32 kcal/mol